C8F11NO4S3SbSe4W as an isolated structure at a distorted geometry. Source: the Open Molecules 2025 dataset; level of theory: ωB97M-V/def2-TZVPD.

The HOMO energy (spin up / spin down) comes out at -4.24 / -4.23 eV. As for the calculated total energy: -350119.2550 eV. The frontier orbital gap (spin up / spin down) is 1.7 / 1.7 eV. The energy above the lowest of the compared OMol25 structures with the same formula, charge and spin is 7.007 eV.

```
! RIJCOSX wB97M-V def2-TZVPD def2/J DEFGRID3
* xyz -1 1
O 0.12 1.34 1.36
Se -1.63 -0.20 -1.12
O -0.41 1.57 3.77
W 0.22 -0.65 0.52
F 4.86 0.24 1.40
S -2.88 0.85 1.40
F -5.25 1.25 2.46
F -2.04 -1.90 6.01
F 1.44 -4.01 1.69
F -1.95 0.27 6.15
Sb 1.46 -3.29 -3.66
C 4.04 -0.81 1.41
F -0.53 -2.29 1.02
N -1.68 -0.06 2.14
F 3.76 -4.04 3.02
C 2.87 -0.85 0.68
C 3.44 -2.98 2.26
Se 1.63 -5.52 -2.90
Se 0.21 -1.58 -1.89
C -1.58 -0.79 5.45
C 4.33 -1.91 2.20
F 5.45 -1.96 2.91
C 1.96 -1.90 0.70
C -4.00 1.06 2.93
O -2.51 2.25 1.15
O 0.57 -0.45 2.70
F -0.28 -0.86 5.32
Se 0.85 -2.58 -5.82
S -0.36 0.72 2.64
F -3.65 2.12 3.63
F -4.02 -0.01 3.73
C 2.25 -2.96 1.55
S 2.24 0.45 -0.33
*
```


An isolated ion of composition C23H22F3O7S and charge -1 at a distorted geometry. Source: the Open Molecules 2025 dataset; level of theory: ωB97M-V/def2-TZVPD.

The HOMO energy comes out at -3.05 eV. As for the calculated total energy: -57525.6026 eV. The frontier orbital gap is 5.7 eV. The energy above the lowest of the compared OMol25 structures with the same formula, charge and spin is 2.735 eV.

```
! RIJCOSX wB97M-V def2-TZVPD def2/J DEFGRID3
* xyz -1 1
C 4.36 4.86 1.17
H 1.73 -0.96 -2.96
C 1.18 -0.12 -4.90
C -1.52 -0.36 0.96
C -3.35 -2.26 -1.51
O -2.00 0.24 -3.47
C -1.06 -1.14 3.20
C 2.33 3.55 0.92
H 4.10 2.74 -0.09
F -3.77 -1.46 -2.51
H 4.45 5.10 0.10
H 1.85 -2.07 -4.36
O 2.95 4.62 1.51
C 1.53 -0.32 -6.37
H -0.80 2.24 0.68
C 0.21 0.58 -2.57
O -0.23 -0.40 -4.73
S -1.48 -2.05 -1.16
H 1.34 -1.37 -6.61
H 0.46 3.99 1.90
C -0.79 0.11 -3.58
C -2.07 -0.29 3.71
C 0.28 2.33 0.54
C -0.84 -1.18 1.83
C 3.02 2.64 0.08
F -3.60 -3.53 -1.86
C 2.03 -1.03 -4.02
H 2.59 -0.09 -6.56
H 0.42 -0.73 -0.82
C 0.16 0.45 -1.19
H -1.67 0.85 5.52
C -2.10 -0.11 5.20
H -3.35 0.88 0.79
H -3.73 1.03 3.25
C 0.97 3.33 1.20
H 3.10 -0.78 -4.13
H 0.92 0.32 -6.99
O 1.42 1.26 -4.55
H 4.66 5.71 1.77
C 2.30 1.66 -0.59
C 0.92 1.48 -0.37
H -1.77 0.33 -1.15
O 1.12 2.78 -2.93
C 0.95 1.64 -3.30
H -3.12 -0.15 5.56
C -2.65 0.37 1.47
O -1.28 -3.09 -0.19
H 2.83 1.09 -1.35
C -2.88 0.44 2.84
F -4.04 -1.98 -0.38
H -1.51 -0.89 5.67
C -1.14 -0.32 -0.52
H -0.10 -1.91 1.45
H -0.51 -1.79 3.87
H 4.97 3.98 1.42
O -0.77 -2.14 -2.42
*
```


C37H36F5N8O2PRbS2 as an isolated structure. Source: the Open Molecules 2025 dataset; level of theory: ωB97M-V/def2-TZVPD.

The HOMO energy (spin up / spin down) comes out at 0.19 / -2.13 eV. As for the calculated total energy: -100176.3235 eV. The frontier orbital gap (spin up / spin down) is 3.4 / 5.7 eV. The energy above the lowest of the compared OMol25 structures with the same formula, charge and spin is 1.051 eV.

```
! RIJCOSX wB97M-V def2-TZVPD def2/J DEFGRID3
* xyz -2 2
C -3.47 -1.30 -0.35
H 8.13 0.11 0.23
C -2.16 2.74 1.77
H 1.99 2.11 -1.25
C -0.78 4.30 -2.57
C 2.35 0.43 5.18
F -1.56 -1.94 -2.89
C -2.19 4.77 -0.05
H -2.20 5.56 -0.78
C -2.26 -3.13 -2.56
H -3.20 5.94 1.43
H -3.17 4.09 3.11
C 1.82 0.34 3.90
H 1.09 -2.45 -0.61
C -1.60 -4.18 -3.44
H 8.88 1.52 1.02
N -0.57 2.02 -1.92
H -3.05 -0.66 -1.12
H -1.86 -1.88 5.18
H -0.19 -1.18 6.74
C -2.74 3.97 2.12
H -6.80 -5.27 2.72
C -3.56 -2.05 1.83
N 0.65 -0.23 3.60
C -0.16 4.02 -3.77
C 0.54 0.38 -3.31
H 3.31 0.90 5.33
C -5.02 -3.03 0.12
H -5.02 -3.69 3.44
H 0.02 4.82 -4.49
C 1.97 -2.24 -1.21
N -2.98 -2.13 3.02
C 3.61 1.96 -2.66
N -1.62 2.54 0.56
C -2.75 4.99 1.19
H 2.38 0.76 3.07
C 0.41 -0.74 5.95
P 4.63 1.00 0.61
S 4.80 -0.82 1.34
H 7.55 2.28 -0.92
N -4.40 -2.20 -0.83
H 2.69 -1.66 -0.62
Rb -0.17 -0.54 0.66
H -7.41 -5.43 0.32
C 0.64 -0.12 -4.61
C -0.08 -0.79 4.61
C -6.01 -3.92 -0.29
C -5.32 -3.76 2.40
O 5.84 1.33 -0.44
C 1.61 -0.13 6.22
H -4.02 -2.65 -1.70
H 1.32 -1.77 -5.80
H 3.28 2.81 -3.26
N -3.08 -1.16 0.85
H 1.98 -0.10 7.24
H 3.25 1.04 -3.14
C -1.62 3.53 -0.33
C 7.93 1.03 0.79
F -1.81 -3.91 -4.75
C -0.97 3.26 -1.65
F -2.12 -5.40 -3.20
H 4.70 1.93 -2.65
C -2.12 1.61 2.73
C 1.55 -1.49 -2.44
N -1.84 -1.46 3.13
H 0.22 0.42 -5.44
H 6.79 2.84 0.59
F -1.74 -3.45 -1.27
H 2.41 -3.20 -1.47
H 0.79 2.50 -4.95
C -6.65 -4.73 0.64
H -6.27 -3.96 -1.34
C 3.08 2.07 -1.25
N 0.97 -0.30 -2.25
H -2.67 1.82 3.64
H 7.44 0.75 1.73
C -4.65 -2.94 1.48
C -6.30 -4.64 1.99
O 3.43 0.92 -0.48
C -1.32 -1.42 4.35
H 2.20 -3.00 -3.82
H -2.51 0.70 2.27
F -0.25 -4.32 -3.30
H -1.09 1.38 3.01
C 1.73 -2.03 -3.71
H 3.45 2.97 -0.76
H -1.07 5.31 -2.34
C 0.26 2.74 -4.04
C 0.03 1.75 -3.08
C 1.24 -1.35 -4.80
S 4.41 2.55 1.82
C 7.04 1.96 -0.01
*
```


A 2-piece molecular cluster, Cl2H3N3 overall at a distorted geometry. Source: the Open Molecules 2025 dataset; level of theory: ωB97M-V/def2-TZVPD.

The HOMO energy comes out at -9.67 eV. As for the calculated total energy: -29559.8660 eV. The frontier orbital gap is 9.6 eV. The energy above the lowest of the compared OMol25 structures with the same formula, charge and spin is 0.684 eV.

```
! RIJCOSX wB97M-V def2-TZVPD def2/J DEFGRID3
* xyz 0 1
H 0.26 -0.90 -1.14
Cl -3.30 1.30 -0.33
H -2.32 0.57 0.31
N 0.08 0.91 -0.17
N -0.95 -1.02 0.50
N -0.16 -0.32 -0.19
Cl -0.97 -2.62 -0.04
H 0.58 1.14 -1.01
*
```


One molecule with the formula C3H4N2O at a distorted geometry. Source: the Open Molecules 2025 dataset; level of theory: ωB97M-V/def2-TZVPD.

The HOMO energy comes out at -8.54 eV. As for the calculated total energy: -8200.0488 eV. The frontier orbital gap is 8.1 eV. The energy above the lowest of the compared OMol25 structures with the same formula, charge and spin is 3.837 eV.

```
! RIJCOSX wB97M-V def2-TZVPD def2/J DEFGRID3
* xyz 0 1
O -1.30 0.49 -1.88
H -0.90 1.27 -2.29
H 0.27 -0.69 2.27
H -1.80 -0.46 0.70
C -0.79 -0.28 0.41
C -0.43 0.12 -0.90
N 1.46 -0.11 0.58
H 2.32 -0.18 1.17
C 0.33 -0.39 1.20
N 0.83 0.23 -1.27
*
```


A 2-piece molecular cluster, C4H8O overall at a distorted geometry. Source: the Open Molecules 2025 dataset; level of theory: ωB97M-V/def2-TZVPD.

The HOMO energy comes out at -9.96 eV. As for the calculated total energy: -6323.4943 eV. The frontier orbital gap is 11.1 eV. The energy above the lowest of the compared OMol25 structures with the same formula, charge and spin is 1.674 eV.

```
! RIJCOSX wB97M-V def2-TZVPD def2/J DEFGRID3
* xyz 0 1
H 0.24 3.39 -3.74
H -0.53 -3.65 4.12
O -0.45 2.02 -5.00
C 0.29 2.37 -4.14
C -0.60 -2.67 4.59
H 1.19 0.51 -3.62
C 1.43 1.58 -3.59
C -1.58 -1.83 4.27
H 0.02 -2.47 5.45
H -1.67 -0.93 4.88
H 1.54 1.77 -2.52
H -2.25 -1.77 3.43
H 2.36 1.70 -4.13
*
```


A 6-piece molecular cluster, C30H41BN6O11PS2 overall at a distorted geometry. Source: the Open Molecules 2025 dataset; level of theory: ωB97M-V/def2-TZVPD.

The HOMO energy comes out at -5.52 eV. As for the calculated total energy: -94878.6767 eV. The frontier orbital gap is 7.2 eV.

```
! RIJCOSX wB97M-V def2-TZVPD def2/J DEFGRID3
* xyz -1 1
O -2.31 1.69 1.31
C 1.57 3.49 -5.85
H -1.57 -4.87 1.55
H -0.08 0.49 0.12
H -5.52 -6.55 2.08
H 2.61 -2.34 0.85
O 1.89 1.78 0.36
C -0.24 -2.04 -3.31
N -5.72 1.40 2.40
H -0.12 -3.83 4.84
H 5.32 5.44 -1.18
O 4.43 -0.44 -0.77
C 3.32 -0.90 -0.61
O -0.24 -1.33 -4.32
C 2.39 1.29 -0.63
H -3.24 -1.39 0.45
H 7.78 5.19 -1.62
C 7.32 4.99 -0.66
C 3.21 -2.31 -0.06
H 4.63 4.88 1.15
H 0.62 1.76 -8.49
H -8.96 1.28 2.72
C 0.43 -2.13 6.18
S -0.59 1.14 -2.08
C -1.12 -0.77 5.29
H -3.26 -3.04 1.73
C 0.83 2.16 -7.51
P -2.47 0.52 0.21
O -2.86 -0.79 1.12
H 0.77 -3.63 1.06
C 0.46 -1.58 -1.99
S -3.94 0.91 -0.95
C -2.62 -5.05 1.69
H -7.06 0.92 0.82
H -4.85 1.33 1.90
C -0.23 -2.82 5.20
H 0.15 -0.02 6.89
O -0.74 -3.19 -3.22
H 0.82 2.21 -4.34
C -0.13 -0.82 6.23
H 1.23 -2.51 6.79
H -0.04 0.67 -6.09
H 4.21 -2.63 0.21
C -4.78 -4.51 1.94
O 0.24 -1.50 1.62
C -7.19 1.71 4.03
H 3.12 1.85 -2.56
H 2.72 -1.91 -3.12
H -2.08 1.26 2.14
H -1.56 -1.79 -1.12
N 0.94 2.40 -5.32
C -0.60 -1.34 -0.87
C 6.80 4.48 1.46
N -1.17 -1.98 4.66
N -3.51 -4.02 1.78
H -7.61 1.92 5.00
N 5.98 5.14 -0.48
H 1.93 4.07 -7.93
C 0.49 1.58 -6.32
C -4.69 -5.87 1.96
C 2.46 -0.86 -3.23
C 7.87 4.58 0.52
H -2.91 -7.21 1.77
H 2.00 -0.77 -4.21
H -4.99 1.91 4.33
C -6.95 1.19 1.86
H 4.29 2.19 -1.22
H 6.88 4.18 2.49
H 1.99 4.25 -5.22
O -1.58 0.97 -3.07
B -0.09 -2.11 0.43
C 3.25 2.15 -1.53
H 8.91 4.38 0.70
H 3.34 -0.23 -3.24
H 1.05 -2.44 -1.67
H -5.62 -3.84 2.03
H 2.87 -3.01 -0.81
O -0.51 2.51 -1.66
C 1.46 -0.42 -2.15
N 2.15 -0.13 -0.86
C -5.85 1.71 3.73
C 1.52 3.37 -7.22
C 5.65 4.83 0.81
C -0.86 0.18 -0.58
C -7.89 1.38 2.84
O 0.85 0.76 -2.69
H -1.79 0.03 5.01
C -3.32 -6.22 1.80
H -1.80 -2.23 3.92
H -0.40 -0.83 1.87
H 2.82 3.15 -1.48
O 0.09 -3.47 0.40
*
```


C3H6N4O as an isolated structure at a distorted geometry. Source: the Open Molecules 2025 dataset; level of theory: ωB97M-V/def2-TZVPD.

The HOMO energy comes out at -8.34 eV. As for the calculated total energy: -11211.3309 eV. The frontier orbital gap is 8.3 eV. The energy above the lowest of the compared OMol25 structures with the same formula, charge and spin is 5.446 eV.

```
! RIJCOSX wB97M-V def2-TZVPD def2/J DEFGRID3
* xyz 0 1
H -2.58 -0.72 -0.38
C 0.51 0.97 -0.03
O -2.01 1.25 0.06
C -0.88 0.56 0.05
H 3.30 -0.45 -0.57
N -2.08 -1.48 0.17
H -1.88 -2.19 -0.74
H 0.90 2.04 -0.35
H 2.96 -0.24 1.01
N 1.31 -0.13 -0.04
C -0.73 -0.77 0.19
H -1.97 2.43 0.44
N 0.52 -1.28 0.05
N 2.63 0.03 0.12
*
```